Entry 1:
75
Properties=species:S:1:pos:R:3:mulliken_spin:R:1 method="wB97M-V/def2-TZVPD" relative_energy_ev=0.984 charge=0 orbital_gap_ev="8.16 / 6.39" e_homo_ev="-8.0 / -8.0" multiplicity=2 lumo_energy_ev="0.18 / -1.64" energy_ha=-3213.11675
Ir -1.197 -0.565 -0.480 0.504
C -1.222 -2.710 -1.187 0.004
C -1.224 -1.849 -2.357 0.051
C -2.404 -1.079 -2.299 -0.008
C -3.162 -1.496 -1.169 0.129
C -2.443 -2.517 -0.506 0.137
H -0.482 -3.464 -0.956 0.004
H -0.475 -1.813 -3.127 0.013
H -2.682 -0.296 -2.988 0.005
H -4.097 -1.048 -0.867 0.006
H -2.735 -3.004 0.408 0.009
F 1.257 0.000 4.360 0.001
C 0.107 0.661 4.586 -0.010
F 0.254 1.898 4.083 0.001
F -0.014 0.791 5.922 0.000
C -1.074 -0.055 3.995 -0.027
C -2.083 -0.536 4.806 -0.001
C -3.151 -1.219 4.248 0.005
C -3.145 -1.403 2.875 0.007
N -2.187 -0.938 2.086 0.058
C -1.163 -0.262 2.608 0.043
S -0.019 0.338 1.447 0.029
H -2.032 -0.377 5.875 -0.001
H -3.956 -1.600 4.860 0.001
H -3.952 -1.937 2.380 0.000
C 3.738 2.990 -0.110 0.002
C 2.741 2.944 -1.074 -0.001
C 2.010 1.779 -1.257 0.019
C 2.244 0.639 -0.485 -0.021
C 3.245 0.713 0.486 0.010
C 3.987 1.869 0.669 0.001
Si 1.246 -0.940 -0.721 0.033
C 1.788 -2.262 0.510 -0.009
C 0.971 -2.828 1.487 -0.003
C 1.449 -3.798 2.357 0.000
C 2.768 -4.222 2.269 0.001
C 3.601 -3.673 1.305 0.000
C 3.112 -2.710 0.434 0.005
C 1.727 -1.655 -2.404 0.000
C 1.889 -0.865 -3.546 0.009
C 2.159 -1.435 -4.782 -0.001
C 2.285 -2.812 -4.901 0.003
C 2.152 -3.615 -3.778 -0.002
C 1.879 -3.039 -2.545 -0.001
H 4.310 3.898 0.041 0.000
H 2.523 3.816 -1.680 0.000
H 1.229 1.776 -2.004 0.002
H 3.434 -0.138 1.132 0.001
H 4.753 1.901 1.435 0.000
H -0.057 -2.498 1.585 0.010
H 0.791 -4.217 3.110 0.000
H 3.146 -4.974 2.950 0.000
H 4.632 -3.996 1.228 0.000
H 3.776 -2.300 -0.322 0.000
H 1.805 0.213 -3.475 0.002
H 2.277 -0.802 -5.653 0.000
H 2.499 -3.257 -5.865 0.000
H 2.263 -4.689 -3.862 0.000
H 1.790 -3.671 -1.666 0.001
O -3.134 1.619 0.987 0.012
C -2.533 2.141 0.068 -0.007
N -1.695 1.418 -0.762 -0.025
S -1.271 1.986 -2.258 0.007
O -0.929 3.556 -1.880 -0.001
O -2.472 2.025 -3.087 -0.001
C -1.838 4.252 -1.118 0.001
C -1.900 5.626 -1.292 -0.001
C -2.787 6.358 -0.524 0.000
C -3.608 5.727 0.406 0.000
C -3.530 4.358 0.568 0.001
C -2.639 3.600 -0.192 -0.005
H -1.258 6.093 -2.026 0.000
H -2.843 7.432 -0.654 0.000
H -4.301 6.306 1.001 0.000
H -4.141 3.837 1.292 0.000

***

Entry 2:
64
Properties=species:S:1:pos:R:3:lowdin_charge:R:1 method="wB97M-V/def2-TZVPD" relative_energy_ev=0.000 charge=+1 orbital_gap_ev=4.55 e_homo_ev=-9.6 lumo_energy_ev=-5.07 energy_ha=-2557.07293
Cd 0.451 2.280 -0.286 1.475
F -0.757 0.689 0.211 -0.529
C -5.303 1.917 3.644 -0.012
C -4.903 1.105 2.589 -0.014
C -3.595 1.122 2.156 -0.332
C -2.641 1.845 2.868 -0.031
C -3.064 2.717 3.870 -0.025
C -4.388 2.770 4.244 -0.336
O -4.711 3.639 5.250 0.046
O -3.235 0.261 1.145 0.011
H -6.330 1.845 3.983 0.117
H -5.605 0.427 2.124 0.122
H -1.575 1.762 2.695 0.093
H -2.326 3.283 4.424 0.117
H -5.643 3.584 5.482 0.105
H -2.347 0.536 0.870 0.018
C -0.073 -3.389 3.036 -0.006
C -0.453 -2.542 2.009 -0.014
C -0.021 -2.779 0.714 -0.330
C 0.815 -3.838 0.440 -0.019
C 1.224 -4.669 1.477 -0.024
C 0.785 -4.454 2.764 -0.335
O 1.157 -5.244 3.816 0.051
O -0.479 -1.980 -0.314 -0.005
H -0.477 -3.324 4.039 0.125
H -0.980 -1.619 2.227 0.119
H 1.176 -4.009 -0.565 0.114
H 1.954 -5.446 1.271 0.118
H 1.799 -5.901 3.532 0.104
H -0.611 -1.090 0.050 0.033
C -1.946 -0.300 -2.942 -0.023
O -1.831 0.951 -3.672 -0.170
P -0.542 1.791 -3.655 0.318
O 0.100 1.894 -2.322 -0.344
O 0.373 1.144 -4.744 -0.182
C 1.565 1.827 -5.159 -0.063
O -0.961 3.204 -4.176 -0.192
C -1.879 3.364 -5.268 -0.056
H -2.785 -0.218 -2.259 0.104
H -1.038 -0.549 -2.400 0.060
H -2.149 -1.098 -3.653 0.102
H 1.587 2.878 -4.873 0.094
H 1.642 1.767 -6.243 0.100
H 2.446 1.324 -4.760 0.089
H -1.750 2.582 -6.017 0.098
H -1.700 4.335 -5.720 0.098
H -2.910 3.336 -4.921 0.098
C 5.877 0.187 0.324 -0.047
O 4.641 0.934 0.270 -0.183
P 3.288 0.207 0.014 0.304
O 2.181 1.166 0.243 -0.339
O 3.396 -0.323 -1.442 -0.173
C 2.262 -1.003 -2.019 -0.049
O 3.259 -1.088 0.859 -0.181
C 3.148 -1.044 2.302 -0.027
H 6.609 0.785 -0.211 0.098
H 5.769 -0.802 -0.114 0.093
H 6.216 0.107 1.355 0.097
H 2.209 -0.732 -3.071 0.087
H 1.337 -0.796 -1.485 0.057
H 2.415 -2.083 -1.991 0.098
H 3.857 -1.768 2.696 0.102
H 2.178 -1.441 2.600 0.082
H 3.287 -0.038 2.687 0.096

***

Entry 3:
23
Properties=species:S:1:pos:R:3:lowdin_charge:R:1 method="wB97M-V/def2-TZVPD" relative_energy_ev=7.610 charge=+1 orbital_gap_ev="7.30 / 8.20" e_homo_ev="-11.4 / -11.5" lumo_energy_ev="-4.06 / -3.27" energy_ha=-404.61775
C -2.010 -0.462 0.614 -0.007
C -0.855 -0.174 0.378 -0.058
C -3.384 -0.879 0.813 -0.036
C 0.822 -1.067 -1.645 0.014
C 2.729 0.240 -0.687 0.002
C 0.733 0.785 2.573 0.052
C 0.483 0.165 0.387 -0.285
N 1.276 0.145 -0.903 -0.134
O 1.164 0.718 1.388 0.004
H -3.777 -0.945 -0.150 0.078
H -3.829 0.019 1.147 0.085
H -3.664 -1.658 1.410 0.066
H 0.768 -1.997 -0.908 0.168
H -0.297 -0.879 -1.961 0.142
H 1.512 -1.168 -2.416 0.070
H 2.905 1.172 -0.124 0.118
H 3.213 -0.572 -0.056 0.145
H 3.289 0.201 -1.581 0.092
H 1.485 1.056 3.315 0.106
H -0.327 0.584 2.833 0.112
H -2.016 1.808 -1.692 0.063
H -1.331 1.901 -1.302 0.027
H 1.110 1.008 -1.434 0.177

***

Entry 4:
113
Properties=species:S:1:pos:R:3:mulliken_spin:R:1 method="wB97M-V/def2-TZVPD" relative_energy_ev=0.431 charge=+1 orbital_gap_ev="6.97 / 6.94" e_homo_ev="-8.9 / -8.9" multiplicity=2 lumo_energy_ev="-1.95 / -1.98" energy_ha=-4222.89761
Ir -0.052 0.314 -0.059 0.853
C 3.021 0.268 2.715 -0.001
C 1.606 0.263 3.186 0.009
N 0.560 0.362 2.422 0.059
C -0.601 0.395 3.154 -0.033
C -0.436 0.288 4.497 0.001
S 1.225 0.155 4.861 0.009
C -1.869 0.545 2.443 0.036
C -3.106 0.504 2.995 0.000
S -4.297 0.698 1.789 0.000
C -3.087 0.827 0.591 0.013
N -1.866 0.762 1.069 -0.014
C -3.447 0.882 -0.848 -0.007
H 3.030 0.367 1.635 0.003
H 3.537 -0.648 3.004 -0.001
H 3.565 1.112 3.140 0.000
H -1.186 0.281 5.269 0.000
H -3.364 0.349 4.029 0.000
H -4.477 1.212 -0.980 0.000
H -3.330 -0.116 -1.274 -0.001
H -2.766 1.520 -1.404 0.000
O -1.154 1.131 -2.512 0.030
N -0.459 1.253 -3.592 0.006
C 0.643 2.038 -3.606 -0.002
C 1.399 2.169 -4.751 -0.006
C 1.034 1.500 -5.908 0.010
C -0.101 0.702 -5.874 -0.005
C -0.829 0.589 -4.711 0.011
H 0.863 2.501 -2.654 0.010
H 2.277 2.799 -4.721 0.000
H 1.617 1.595 -6.813 0.001
H -0.430 0.156 -6.746 0.000
H -1.714 -0.016 -4.593 0.000
C 2.219 -2.252 -0.212 -0.009
P 1.608 -0.809 -1.146 0.029
C 3.144 0.029 -1.650 0.002
C 1.073 -1.587 -2.698 -0.017
H 3.198 -2.551 -0.590 0.000
H 1.520 -3.080 -0.327 0.000
H 2.272 -2.029 0.848 0.001
H 3.800 -0.687 -2.148 -0.001
H 3.663 0.452 -0.791 0.002
H 2.913 0.846 -2.333 -0.001
H 1.783 -2.361 -2.991 0.000
H 1.020 -0.845 -3.494 0.003
H 0.086 -2.026 -2.549 0.000
C 1.300 -9.439 -0.011 0.000
C 0.914 -8.445 1.053 0.000
C 1.108 -8.762 2.392 0.000
C 0.783 -7.855 3.389 0.000
C 0.219 -6.641 3.051 0.000
C 0.004 -6.312 1.714 0.000
N -0.558 -5.049 1.428 0.000
C -1.668 -4.821 0.648 0.002
C -2.541 -5.866 0.311 -0.001
C -3.664 -5.632 -0.454 0.001
C -3.964 -4.352 -0.914 0.000
C -3.108 -3.317 -0.595 0.001
C -1.967 -3.522 0.180 -0.004
C -1.077 -2.371 0.501 -0.010
O -1.141 -1.391 -0.359 -0.012
O -0.336 -2.362 1.486 0.006
C 0.386 -7.196 0.697 0.000
C 0.289 -6.812 -0.754 0.000
H 1.581 -10.391 0.436 0.000
H 2.150 -9.085 -0.599 0.000
H 0.480 -9.619 -0.708 0.000
H 1.524 -9.727 2.652 0.000
H 0.947 -8.108 4.429 0.000
H -0.086 -5.937 3.816 0.000
H -0.187 -4.229 1.888 0.000
H -2.329 -6.862 0.677 0.000
H -4.324 -6.458 -0.688 0.000
H -4.850 -4.173 -1.507 0.000
H -3.307 -2.315 -0.949 -0.002
H 0.237 -5.730 -0.871 0.000
H -0.601 -7.230 -1.233 0.000
H 1.156 -7.175 -1.306 0.000
S 1.382 2.277 0.011 0.018
Sb 0.498 4.402 0.209 0.009
C -0.885 4.794 -1.325 -0.001
C -0.660 5.670 -2.382 0.001
C -1.636 5.841 -3.354 0.000
C -2.840 5.157 -3.260 0.000
C -3.070 4.294 -2.199 0.000
C -2.096 4.114 -1.230 0.005
C 2.218 5.605 0.160 0.001
C 2.432 6.676 -0.701 0.000
C 3.642 7.356 -0.670 0.000
C 4.629 6.981 0.228 0.000
C 4.411 5.924 1.101 0.000
C 3.209 5.234 1.068 -0.001
C -0.362 4.770 2.086 0.001
C 0.109 5.810 2.881 0.001
C -0.432 6.004 4.144 0.000
C -1.447 5.176 4.601 0.000
C -1.922 4.145 3.801 -0.001
C -1.381 3.940 2.542 -0.001
H 0.273 6.205 -2.477 0.000
H -1.456 6.514 -4.182 0.000
H -3.601 5.300 -4.016 0.000
H -4.007 3.758 -2.128 0.000
H -2.273 3.424 -0.414 -0.005
H 1.667 7.005 -1.389 0.000
H 3.807 8.186 -1.344 0.000
H 5.569 7.515 0.251 0.000
H 5.177 5.635 1.808 0.000
H 3.053 4.395 1.737 0.000
H 0.899 6.462 2.528 0.000
H -0.062 6.805 4.770 0.000
H -1.870 5.335 5.584 0.000
H -2.713 3.498 4.157 0.000
H -1.736 3.118 1.934 0.000

***

Entry 5:
13
Properties=species:S:1:pos:R:3:lowdin_charge:R:1 method="wB97M-V/def2-TZVPD" relative_energy_ev=3.959 charge=0 orbital_gap_ev=10.28 e_homo_ev=-9.2 lumo_energy_ev=1.05 energy_ha=-286.48614
O -0.044 1.650 0.787 -0.066
C 0.638 0.430 0.864 -0.324
C -0.248 -0.852 0.951 -0.091
N -0.012 -1.181 -0.520 -0.026
C -0.585 0.005 -1.212 -0.116
C 0.817 0.007 -0.575 -0.217
H -0.406 1.483 -0.162 0.087
H 1.519 0.428 1.529 0.151
H -1.293 -0.669 1.232 0.118
H 0.167 -1.672 1.542 0.112
H -1.606 0.177 -0.847 0.126
H -0.539 0.063 -2.296 0.104
H 1.636 0.125 -1.286 0.143

***

Entry 6:
21
Properties=species:S:1:pos:R:3:lowdin_charge:R:1 method="wB97M-V/def2-TZVPD" relative_energy_ev=4.200 charge=0 orbital_gap_ev=9.41 e_homo_ev=-9.7 lumo_energy_ev=-0.30 energy_ha=-1252.68199
C 1.514 -0.577 -0.743 -0.078
C 0.120 0.013 -0.972 -0.712
C -0.923 -1.066 -0.621 -0.113
C 0.065 0.793 -2.308 -0.116
S -0.526 1.458 0.072 0.949
C -0.407 1.170 1.858 -0.891
S -0.839 2.704 2.687 0.759
N 0.089 0.212 2.542 0.063
N 0.114 -1.115 2.471 -0.468
O -0.945 -1.653 2.187 0.038
O 1.139 -1.676 2.770 0.078
H 2.162 0.296 -0.662 0.078
H 1.726 -1.199 0.215 0.106
H 1.875 -1.261 -1.494 0.081
H -1.741 -0.849 -1.186 0.044
H -1.232 -1.176 0.396 0.033
H -0.729 -2.041 -1.007 0.086
H -0.778 1.487 -2.315 0.064
H 0.967 1.176 -2.508 0.035
H -0.046 0.054 -3.075 0.090
H -1.606 3.250 1.694 -0.125

***

Entry 7:
9
Properties=species:S:1:pos:R:3:lowdin_charge:R:1 method="wB97M-V/def2-TZVPD" relative_energy_ev=1.865 charge=0 orbital_gap_ev=9.18 e_homo_ev=-8.9 lumo_energy_ev=0.28 energy_ha=-862.31286
B -0.178 0.057 -0.156 -0.810
C -0.774 0.235 1.203 -0.126
S 1.989 -0.985 -0.135 0.356
S -0.761 0.490 -1.762 0.807
H -0.906 1.225 1.584 0.074
H -0.175 -0.344 1.890 0.061
H -1.723 -0.169 1.148 0.043
H 2.066 -0.760 -1.517 -0.238
H 0.461 0.253 -2.254 -0.167

***

Entry 8:
79
Properties=species:S:1:pos:R:3:lowdin_charge:R:1 method="wB97M-V/def2-TZVPD" relative_energy_ev=0.000 charge=+2 orbital_gap_ev=7.34 e_homo_ev=-13.3 lumo_energy_ev=-6.00 energy_ha=-6289.18657
Be 0.710 -0.243 -0.380 0.017
C -1.587 3.233 1.886 -0.144
C -1.249 1.755 1.655 -0.350
Ge -1.018 1.444 -0.262 0.903
C 0.373 2.538 -1.136 -0.327
C 1.202 1.747 -2.143 -0.164
C -2.709 1.358 -1.168 -0.208
C -3.041 0.137 -1.610 -0.348
Ge -1.568 -1.117 -1.355 0.963
C -1.655 -2.512 0.030 -0.372
C -2.255 -3.840 -0.447 -0.142
C -0.791 -1.707 -3.071 -0.375
C -1.834 -1.766 -4.193 -0.137
C -4.299 -0.241 -2.273 -0.258
C -5.115 0.718 -2.876 -0.023
C -6.301 0.345 -3.483 -0.051
C -6.690 -0.989 -3.500 -0.053
C -5.884 -1.953 -2.914 -0.052
C -4.694 -1.577 -2.313 -0.059
H -1.769 3.423 2.944 0.084
H -2.487 3.532 1.346 0.075
H -0.772 3.887 1.568 0.066
H -2.061 1.109 1.993 0.077
H -0.360 1.469 2.215 0.016
H 1.002 2.993 -0.371 0.051
H -0.154 3.345 -1.650 0.086
H 1.807 0.953 -1.662 0.024
H 1.946 2.369 -2.644 0.098
H 0.584 1.286 -2.916 0.074
H -3.386 2.206 -1.237 0.076
H -2.215 -2.106 0.875 0.072
H -0.633 -2.688 0.378 0.027
H -3.331 -3.768 -0.589 0.063
H -2.082 -4.616 0.298 0.084
H -1.809 -4.181 -1.383 0.073
H -0.339 -2.689 -2.914 0.050
H 0.013 -1.025 -3.355 0.038
H -2.599 -2.516 -3.998 0.072
H -1.346 -2.023 -5.133 0.085
H -2.338 -0.809 -4.328 0.076
H -4.816 1.759 -2.889 0.113
H -6.923 1.096 -3.952 0.116
H -7.617 -1.276 -3.978 0.116
H -6.179 -2.994 -2.928 0.115
H -4.067 -2.338 -1.860 0.077
Cl 1.749 -1.851 -1.175 0.909
C 3.330 -1.748 -0.341 -0.514
C 4.317 -2.596 -0.791 -0.065
C 5.555 -2.519 -0.166 -0.021
C 5.771 -1.611 0.863 -0.025
C 4.749 -0.775 1.284 -0.046
C 3.491 -0.835 0.685 -0.350
P 2.090 0.177 1.227 1.074
C 2.713 1.856 1.388 -0.365
C 2.207 2.693 2.382 -0.088
C 2.599 4.022 2.426 -0.043
C 3.490 4.517 1.483 -0.038
C 4.005 3.681 0.500 -0.045
C 3.619 2.351 0.449 -0.094
C 1.568 -0.426 2.835 -0.359
C 0.367 -1.125 2.943 -0.096
C -0.023 -1.650 4.165 -0.043
C 0.785 -1.473 5.279 -0.034
C 1.980 -0.768 5.177 -0.039
C 2.375 -0.243 3.959 -0.072
H 4.139 -3.291 -1.600 0.125
H 6.354 -3.170 -0.494 0.129
H 6.741 -1.554 1.337 0.127
H 4.929 -0.062 2.079 0.120
H 1.524 2.311 3.131 0.107
H 2.215 4.670 3.203 0.121
H 3.796 5.554 1.522 0.122
H 4.714 4.064 -0.222 0.120
H 4.034 1.703 -0.316 0.115
H -0.277 -1.246 2.080 0.067
H -0.956 -2.191 4.250 0.119
H 0.481 -1.878 6.235 0.122
H 2.602 -0.627 6.051 0.122
H 3.301 0.314 3.890 0.113

***

Entry 9:
73
Properties=species:S:1:pos:R:3:mulliken_spin:R:1 method="wB97M-V/def2-TZVPD" relative_energy_ev=0.000 charge=+3 orbital_gap_ev="6.14 / 6.77" e_homo_ev="-16.1 / -16.1" multiplicity=4 lumo_energy_ev="-10.00 / -9.38" energy_ha=-5156.06143
Cr -0.041 -0.193 0.299 3.277
C 2.623 -1.838 0.824 0.006
O 1.959 -0.786 0.077 0.038
C 2.833 0.315 -0.240 0.008
C 2.044 1.245 -1.103 -0.002
O 0.790 1.519 -0.409 -0.086
C 0.011 2.550 -1.090 0.002
H 3.373 -2.304 0.188 0.002
H 1.869 -2.569 1.102 -0.001
H 3.095 -1.418 1.713 0.000
H 3.706 -0.048 -0.784 0.000
H 3.158 0.786 0.688 0.000
H 1.814 0.809 -2.077 -0.005
H 2.576 2.185 -1.249 0.002
H 0.650 3.421 -1.218 0.002
H -0.824 2.800 -0.445 0.015
H -0.326 2.181 -2.058 0.000
C -5.991 -1.485 -1.434 -0.004
C -5.940 -1.578 -0.050 0.001
C -4.861 -1.050 0.650 -0.009
C -3.842 -0.431 -0.065 -0.014
C -3.879 -0.338 -1.454 -0.013
C -4.964 -0.867 -2.138 0.001
As -2.439 0.456 0.881 -0.096
C -2.631 0.161 2.754 0.001
C -2.389 -0.999 3.477 0.009
C -2.588 -0.981 4.850 0.005
C -3.010 0.192 5.470 -0.005
C -3.236 1.349 4.735 0.001
C -3.043 1.347 3.359 -0.012
C -3.252 2.504 2.447 0.002
C -3.758 3.740 2.821 -0.001
C -3.981 4.717 1.857 -0.006
C -3.725 4.469 0.514 0.002
C -3.217 3.238 0.121 -0.002
C -2.968 2.285 1.099 0.029
H -6.841 -1.888 -1.968 0.000
H -6.748 -2.054 0.491 0.000
H -4.839 -1.106 1.731 -0.001
H -3.084 0.153 -2.007 0.001
H -5.016 -0.789 -3.216 0.000
H -2.074 -1.913 2.986 0.000
H -2.426 -1.875 5.437 0.000
H -3.169 0.205 6.540 0.000
H -3.567 2.246 5.242 0.000
H -4.001 3.946 3.856 0.000
H -4.382 5.675 2.158 0.000
H -3.936 5.228 -0.227 0.000
H -3.060 3.035 -0.932 -0.001
C -2.836 -4.271 1.344 0.003
C -1.328 -4.211 1.053 0.003
C -1.031 -3.306 -0.093 0.032
N -0.689 -2.062 -0.008 -0.087
N -0.494 -1.420 -1.224 -0.050
C -0.721 -2.207 -2.252 0.012
N -0.609 -1.857 -3.525 0.008
S -1.195 -3.798 -1.740 0.008
H -3.002 -4.878 2.232 0.000
H -3.382 -4.729 0.519 0.000
H -3.250 -3.278 1.516 -0.001
H -0.951 -5.209 0.821 0.000
H -0.770 -3.846 1.917 0.001
H -0.413 -0.904 -3.784 0.000
H -0.804 -2.507 -4.271 0.000
C 1.783 2.305 3.041 0.001
C 0.408 1.794 2.723 0.017
O 0.458 0.426 2.130 -0.106
H 1.687 3.289 3.503 0.000
H 2.396 2.415 2.147 0.001
H 2.299 1.664 3.759 0.000
H -0.110 2.397 1.981 -0.004
H -0.226 1.710 3.603 0.001
H 0.850 -0.186 2.766 0.017